Record 1
{
  "formula": "C20H46ClN2O20P4",
  "method": "ωB97M-V with the def2-TZVPD basis set",
  "homo_lumo_gap_ev": 8.1,
  "e_tot_ev": -115098.091,
  "lumo_ev": 2.1,
  "total_charge": -1,
  "fmax_ev_per_a": 1.83,
  "de_lowest_ev": 0.000,
  "symbols": ["Cl", "O", "O", "O", "O", "C", "O", "P", "O", "O", "C", "O", "C", "H", "H", "H", "H", "H", "H", "H", "H", "H", "C", "O", "P", "O", "O", "C", "O", "C", "H", "H", "H", "H", "H", "H", "H", "H", "H", "C", "O", "P", "O", "O", "C", "O", "C", "H", "H", "H", "H", "H", "H", "H", "H", "H", "C", "O", "P", "O", "O", "C", "O", "C", "H", "H", "H", "H", "H", "H", "H", "H", "H", "N", "C", "C", "C", "C", "H", "H", "H", "H", "H", "N", "C", "C", "C", "C", "H", "H", "H", "H", "H"],
  "positions_angstrom": [[10.19651, 13.29303, 9.71494], [9.25625, 14.01078, 8.87779], [10.55006, 12.06801, 9.03654], [11.36589, 14.10878, 9.93772], [9.58835, 12.94294, 10.97426], [13.58381, 16.40124, 11.90061], [13.76091, 16.68637, 13.30857], [14.87722, 15.93030, 14.11784], [15.35490, 14.62227, 13.66053], [16.07715, 16.96187, 14.27187], [16.92170, 17.24087, 13.17548], [14.21400, 15.93183, 15.54531], [14.65326, 15.05422, 16.57316], [14.51268, 16.11433, 11.41274], [13.24085, 17.32257, 11.42816], [12.79282, 15.67134, 11.73776], [16.60086, 18.19543, 12.75013], [16.93823, 16.48275, 12.39351], [17.94136, 17.39174, 13.52458], [15.64519, 14.64375, 16.37446], [14.00387, 14.18036, 16.66067], [14.63422, 15.61189, 17.50551], [7.01776, 11.02172, 12.22726], [5.77845, 11.23446, 12.95051], [5.61739, 10.68630, 14.43787], [5.83420, 9.23749, 14.51153], [6.53133, 11.56048, 15.38849], [7.95069, 11.48835, 15.29642], [4.21736, 11.21418, 14.90058], [3.01220, 10.64894, 14.41582], [7.53501, 11.97126, 12.10437], [6.71468, 10.72073, 11.21862], [7.62513, 10.20889, 12.61587], [8.28276, 11.43323, 16.33643], [8.40512, 12.33908, 14.79423], [8.39533, 10.57246, 14.89470], [3.06092, 9.55279, 14.46369], [2.86162, 10.84104, 13.35124], [2.18857, 10.97501, 15.03813], [13.37432, 10.38134, 7.77643], [14.79646, 10.33781, 7.97417], [15.40988, 10.82159, 9.34690], [16.82570, 11.15958, 9.28184], [15.06230, 9.66971, 10.39840], [16.01306, 8.71452, 10.77785], [14.41405, 11.95831, 9.74217], [14.46193, 12.64561, 11.01444], [12.90736, 11.30589, 8.11592], [12.88663, 9.58318, 8.34027], [13.12308, 10.27735, 6.72393], [16.86594, 8.62495, 10.10852], [15.58145, 7.70788, 10.84044], [16.31585, 8.89434, 11.81282], [13.53424, 13.20639, 11.02851], [15.27230, 13.36598, 10.87899], [14.68420, 12.03209, 11.87984], [9.63063, 17.59139, 16.98764], [9.00184, 17.37078, 15.70944], [8.48739, 15.94291, 15.29678], [7.48842, 15.36568, 16.17907], [8.11113, 16.18326, 13.79560], [7.46858, 15.21470, 12.98382], [9.80821, 15.03429, 15.15656], [10.85391, 15.45720, 14.29310], [9.71094, 16.66745, 17.56071], [9.01080, 18.27295, 17.56554], [10.60296, 18.00906, 16.74120], [7.46535, 15.58997, 11.96155], [6.44770, 15.06478, 13.34095], [7.95822, 14.24804, 12.89034], [11.84294, 15.14565, 14.61164], [10.92704, 16.54988, 14.20401], [10.62842, 15.15806, 13.26578], [8.09678, 16.10531, 7.36651], [7.36657, 16.04255, 6.23048], [6.65143, 17.20595, 6.11085], [6.91892, 17.96609, 7.27718], [7.80145, 17.25350, 8.04769], [8.64916, 15.34722, 7.76021], [7.43808, 15.14848, 5.63147], [5.88727, 17.38760, 5.37443], [6.55232, 18.96394, 7.46078], [8.16707, 17.43127, 9.04240], [9.61248, 8.06812, 8.36128], [10.29341, 8.90862, 7.52991], [10.85806, 8.09560, 6.56132], [10.51533, 6.76164, 6.86384], [9.78105, 6.74749, 8.02943], [9.19356, 8.41833, 9.20537], [10.31256, 9.96360, 7.74945], [11.36257, 8.46834, 5.68542], [10.81367, 5.89843, 6.28925], [9.39226, 6.02694, 8.72466]],
  "forces_ev_per_angstrom": [[0.1, -0.7, -0.4], [-0.1, 0.1, 0.3], [0.3, 0.1, -0.1], [0.0, 0.0, 0.1], [-0.2, 0.4, 0.2], [-0.4, 0.5, -0.4], [0.0, -0.2, -0.5], [0.5, -0.5, 0.4], [-0.3, 0.0, -0.4], [-0.2, -0.1, 0.6], [0.3, 0.9, -0.5], [-0.2, 0.4, -0.1], [0.3, -0.6, 0.2], [0.0, -0.3, 0.2], [0.1, 0.1, 0.2], [0.2, -0.3, 0.2], [0.0, -0.1, -0.2], [-0.2, -0.2, 0.2], [0.0, -0.2, 0.2], [0.1, 0.3, 0.0], [-0.3, 0.2, -0.1], [0.1, 0.0, 0.0], [-0.8, 0.0, -1.1], [0.2, 0.2, 0.4], [0.7, -0.4, -0.3], [0.0, -0.1, 0.1], [-0.2, 0.0, -0.6], [1.0, -0.5, 1.2], [-0.2, 0.6, 0.1], [0.1, -1.4, -0.5], [0.2, -0.2, 0.4], [0.0, 0.0, 0.1], [0.0, 0.2, 0.4], [0.1, 0.5, -0.1], [-0.3, 0.2, 0.0], [-0.8, -0.1, -0.5], [0.1, 0.1, 0.3], [-0.1, 0.6, 0.1], [0.0, 0.3, -0.1], [-0.9, -0.1, 0.3], [-0.1, 0.4, -0.2], [-0.4, 0.0, -0.1], [0.5, -0.1, 0.0], [-0.4, 0.3, -0.2], [0.4, -1.3, 0.9], [-0.3, -0.4, 0.6], [0.7, 1.1, -1.3], [0.4, 0.1, 0.1], [0.2, -0.1, -0.1], [0.5, -0.2, -0.1], [0.1, 0.4, 0.0], [-0.4, 0.3, -0.4], [0.4, 0.4, -0.2], [-0.2, -0.2, 0.5], [0.0, 0.0, 0.5], [-0.3, -0.3, -0.1], [-0.3, -0.3, -0.4], [0.0, 0.5, -0.1], [0.9, -0.8, -0.4], [-0.2, -0.4, 0.3], [0.1, 0.8, -0.1], [-0.8, -0.3, -0.6], [-0.1, 0.0, 0.9], [0.0, 1.1, -1.2], [0.2, 0.0, -0.1], [0.1, 0.2, -0.1], [0.1, 0.0, 0.4], [-0.1, 0.3, 0.1], [0.1, 0.0, -0.1], [0.5, 0.0, 0.6], [-0.2, -0.6, 0.3], [-0.2, 0.0, 0.4], [0.2, -0.5, 0.1], [0.1, -0.2, 0.9], [0.3, -0.3, -0.3], [-0.4, -0.4, 0.1], [0.0, 0.5, -0.2], [-0.1, -0.1, -0.3], [-0.1, 0.2, -0.1], [-0.1, 0.2, -0.2], [0.2, 0.2, -0.2], [-0.1, -0.1, 0.2], [0.3, 0.1, 0.0], [0.2, 0.5, 0.8], [-0.1, -1.0, -0.3], [-0.4, 1.0, 0.0], [0.2, -0.8, 0.1], [0.0, 1.2, -0.2], [-0.1, -0.2, 0.1], [0.0, 0.1, -0.2], [0.2, -0.2, 0.0], [0.0, 0.0, 0.1], [0.0, -0.4, -0.4]]
}



Record 2
{
  "formula": "C29H40AsF7IrN8O3SSi",
  "method": "ωB97M-V with the def2-TZVPD basis set",
  "homo_lumo_gap_ev": 7.7,
  "e_tot_ev": -150176.881,
  "lumo_ev": -8.3,
  "total_charge": 3,
  "fmax_ev_per_a": 0.94,
  "de_lowest_ev": 1.256,
  "symbols": ["Ir", "C", "C", "N", "C", "C", "C", "O", "O", "C", "O", "C", "C", "C", "F", "C", "C", "C", "N", "C", "C", "N", "C", "C", "H", "H", "H", "H", "H", "H", "H", "H", "H", "H", "H", "H", "H", "H", "H", "H", "H", "H", "C", "Si", "C", "C", "C", "C", "C", "C", "N", "C", "S", "H", "H", "H", "H", "H", "H", "H", "H", "H", "H", "H", "H", "F", "As", "F", "F", "F", "F", "F", "C", "C", "C", "C", "N", "C", "N", "N", "N", "H", "H", "H", "H", "H", "H", "H", "H", "H", "H"],
  "positions_angstrom": [[0.32299, -0.12851, 0.44363], [5.41920, 5.45695, 1.97846], [5.05614, 4.95144, 0.59299], [3.80028, 4.15666, 0.59745], [3.88636, 2.83684, 0.61352], [2.79924, 1.97734, 0.65061], [3.15564, 0.52804, 0.63112], [4.27483, 0.14567, 0.78040], [2.18216, -0.39285, 0.33025], [1.50700, 2.53186, 0.71556], [0.41958, 1.85536, 0.81079], [1.40093, 3.97244, 0.70176], [0.14025, 4.58616, 0.72267], [0.04815, 5.94330, 0.66846], [-1.16852, 6.50296, 0.62191], [1.18412, 6.78001, 0.62142], [2.42454, 6.16852, 0.60767], [2.54910, 4.77399, 0.63087], [1.10366, 8.18636, 0.58516], [-0.04854, 8.88040, 1.14791], [0.36159, 10.27942, 1.57170], [0.92112, 11.01852, 0.38287], [2.07415, 10.27327, -0.23548], [1.62660, 8.86814, -0.59320], [6.34342, 6.03109, 1.92191], [5.58523, 4.62307, 2.66069], [4.64443, 6.09585, 2.40225], [5.83212, 4.29426, 0.20931], [4.94072, 5.75448, -0.13166], [4.88126, 2.40962, 0.59365], [-0.75965, 3.98512, 0.74005], [3.30139, 6.79880, 0.61057], [-0.40547, 8.36023, 2.03283], [-0.88616, 8.94084, 0.44133], [1.14738, 10.25586, 2.32385], [-0.48786, 10.84566, 1.94715], [1.21858, 11.95548, 0.66032], [0.18397, 11.14572, -0.31455], [2.86808, 10.25891, 0.50822], [2.40287, 10.82644, -1.11245], [2.48196, 8.33116, -0.99617], [0.86835, 8.91319, -1.38981], [-4.77611, -1.13862, 5.30221], [-3.92250, -2.35993, 4.18892], [-5.07116, -2.83509, 2.80793], [-3.28454, -3.84804, 5.09574], [-2.30194, -1.41462, 3.65145], [-1.57870, -0.88169, 4.73246], [-0.40349, -0.19235, 4.54006], [0.05809, -0.01106, 3.24864], [-0.60395, -0.49147, 2.19106], [-1.75465, -1.19594, 2.38967], [-2.54900, -1.84412, 0.95188], [-5.70991, -1.58257, 5.65662], [-5.03555, -0.22343, 4.76377], [-4.20039, -0.86350, 6.18825], [-5.98431, -3.19945, 3.29012], [-4.69640, -3.64270, 2.18119], [-5.36680, -1.99559, 2.17804], [-4.12400, -4.45226, 5.44865], [-2.68668, -3.57746, 5.96974], [-2.67151, -4.48119, 4.44923], [-1.94425, -1.02923, 5.74284], [0.16948, 0.20163, 5.36815], [0.97649, 0.51825, 3.04769], [-1.65561, 0.33686, -0.33105], [-3.14096, 1.31586, -0.02579], [-3.75586, 0.56335, -1.39514], [-4.65182, 1.85036, 0.46911], [-2.51623, 2.69416, -0.74319], [-2.49146, 1.61246, 1.51410], [-3.75313, -0.51739, 0.92705], [3.62882, -4.60707, -1.39161], [2.56485, -5.66982, -1.12999], [2.56280, -6.12179, 0.32631], [1.18061, -5.21465, -1.59316], [0.68190, -4.05787, -0.81919], [0.90698, -2.76114, -0.99034], [0.29972, -2.12649, -0.00682], [-0.28310, -3.06837, 0.76836], [-0.06185, -4.22404, 0.28028], [4.61700, -4.99845, -1.15303], [3.48363, -3.72483, -0.75838], [3.64404, -4.29331, -2.43850], [2.78004, -6.53530, -1.76205], [2.39931, -5.28131, 1.00711], [3.52734, -6.55923, 0.58140], [1.79273, -6.87043, 0.51889], [0.43390, -5.99412, -1.46004], [1.19007, -4.90613, -2.63768], [1.49040, -2.32405, -1.78344]],
  "forces_ev_per_angstrom": [[-0.7, -0.2, -0.1], [0.0, 0.0, 0.0], [0.0, 0.0, 0.0], [0.0, 0.1, 0.0], [0.0, 0.0, 0.0], [-0.1, 0.0, 0.1], [-0.3, -0.3, -0.2], [0.1, 0.0, 0.0], [0.7, 0.3, 0.2], [0.0, -0.2, 0.1], [0.0, 0.1, -0.2], [0.0, 0.0, 0.0], [0.0, 0.0, 0.0], [0.0, 0.0, 0.0], [0.0, 0.0, 0.0], [0.0, 0.1, 0.0], [0.0, 0.0, 0.0], [0.1, 0.0, 0.0], [0.0, 0.0, 0.0], [0.0, 0.0, 0.0], [0.0, 0.0, 0.0], [0.0, 0.0, 0.0], [0.0, 0.0, 0.0], [-0.1, 0.0, 0.0], [0.0, 0.0, 0.0], [0.0, 0.0, 0.0], [0.0, 0.0, 0.0], [0.0, 0.0, 0.0], [0.0, 0.0, 0.0], [0.0, 0.0, 0.0], [0.0, 0.0, 0.0], [0.0, 0.0, 0.0], [0.0, 0.0, 0.0], [0.0, 0.0, 0.0], [0.0, 0.0, 0.0], [0.0, 0.0, 0.0], [0.0, 0.0, 0.0], [0.0, 0.0, 0.0], [0.0, 0.0, 0.0], [0.0, 0.0, 0.0], [0.0, 0.0, 0.0], [0.0, 0.0, 0.0], [0.0, 0.1, 0.1], [-0.1, 0.0, -0.1], [0.0, 0.0, 0.0], [0.1, -0.1, 0.0], [0.1, 0.1, -0.2], [0.0, 0.0, 0.0], [0.0, 0.0, 0.0], [-0.1, 0.0, 0.0], [0.3, 0.2, 0.3], [-0.1, -0.2, 0.0], [-0.6, 0.4, 0.5], [0.0, 0.0, 0.0], [0.0, 0.0, 0.0], [0.0, 0.0, 0.0], [0.0, 0.0, 0.0], [0.0, 0.0, 0.0], [0.0, 0.0, 0.0], [0.0, 0.0, 0.0], [0.0, 0.0, 0.0], [0.0, 0.0, 0.0], [0.0, 0.0, 0.0], [0.0, 0.0, 0.0], [0.0, 0.0, 0.0], [0.1, 0.3, -0.2], [-0.4, -0.2, 0.2], [0.1, -0.1, -0.1], [0.0, 0.0, 0.0], [0.1, 0.1, -0.1], [0.2, -0.1, 0.2], [0.8, -0.4, -0.3], [0.0, 0.0, 0.0], [0.0, 0.1, 0.0], [0.0, 0.0, 0.0], [0.0, 0.0, 0.0], [0.0, -0.1, 0.1], [0.1, 0.1, 0.1], [0.0, -0.2, -0.1], [-0.2, 0.1, -0.3], [0.0, 0.0, -0.1], [0.0, 0.0, 0.0], [0.0, 0.0, 0.0], [0.0, 0.0, 0.0], [0.0, 0.0, 0.0], [0.0, 0.0, 0.0], [0.0, 0.0, 0.0], [0.0, 0.0, 0.0], [0.0, 0.0, 0.0], [0.0, 0.0, 0.0], [0.0, 0.0, 0.0]]
}



Record 3
{
  "formula": "C20H28NO5RuS",
  "method": "ωB97M-V with the def2-TZVPD basis set",
  "homo_lumo_gap_ev": [7.4, 7.5],
  "e_tot_ev": -46335.472,
  "lumo_ev": [0.5, -0.5],
  "multiplicity": 6,
  "fmax_ev_per_a": 1.72,
  "de_lowest_ev": 1.711,
  "symbols": ["Ru", "C", "O", "C", "C", "O", "C", "H", "H", "H", "H", "H", "H", "H", "H", "H", "H", "O", "C", "O", "C", "C", "C", "C", "C", "C", "S", "H", "H", "H", "H", "C", "C", "C", "O", "H", "H", "H", "H", "H", "H", "H", "C", "C", "C", "C", "N", "C", "C", "H", "H", "H", "H", "H", "H", "H"],
  "positions_angstrom": [[0.29271, 0.00022, -0.20020], [0.39441, -2.95748, -2.18510], [1.00891, -2.37638, -1.05600], [2.22901, -2.98858, -0.71890], [2.83111, -2.21318, 0.45700], [2.78771, -0.81698, 0.26710], [3.79841, -0.28178, -0.56760], [0.11831, -3.99768, -1.97770], [1.06831, -2.92478, -3.05120], [-0.49839, -2.35888, -2.37100], [2.91191, -2.98628, -1.58380], [2.06691, -4.03308, -0.41200], [3.86001, -2.55508, 0.64290], [2.22501, -2.39618, 1.34950], [4.79111, -0.53988, -0.17560], [3.66231, 0.80042, -0.54250], [3.71841, -0.62678, -1.60380], [-0.31729, 2.11822, 1.73810], [-0.33189, 2.26402, 0.51270], [0.68971, 2.17722, -0.25100], [-1.63469, 2.67732, -0.15500], [-1.86789, 4.00252, -0.47740], [-3.05969, 4.38132, -1.07650], [-4.01609, 3.42562, -1.39510], [-3.80129, 2.10132, -1.07950], [-2.61359, 1.71502, -0.44870], [-2.39419, 0.04372, -0.05710], [-1.10609, 4.74022, -0.26720], [-3.24019, 5.42462, -1.29130], [-4.93159, 3.71622, -1.88940], [-4.52509, 1.33612, -1.31630], [-2.05809, 0.31242, -4.11950], [-1.09879, 0.59012, -2.95100], [0.36021, 0.75962, -3.41710], [-1.17599, -0.40168, -2.01300], [-2.06119, 1.15662, -4.80360], [-3.06329, 0.16052, -3.73320], [-1.75259, -0.58358, -4.65350], [-1.40459, 1.56502, -2.51130], [0.65951, -0.07188, -4.05170], [0.99781, 0.77062, -2.51640], [0.49071, 1.69722, -3.95110], [0.66111, -1.18608, 6.25070], [0.44631, -0.94898, 4.79200], [1.31821, -0.14318, 4.06650], [1.16461, -0.02648, 2.69860], [0.22441, -0.68718, 2.02830], [-0.64949, -1.41358, 2.71180], [-0.58009, -1.56498, 4.08580], [0.88741, -0.26128, 6.77650], [1.51351, -1.85518, 6.37460], [-0.20629, -1.65308, 6.70720], [2.11351, 0.39112, 4.56130], [1.83161, 0.59862, 2.11620], [-1.42869, -1.89928, 2.13710], [-1.30619, -2.17668, 4.59730]],
  "forces_ev_per_angstrom": [[-1.1, -1.1, -0.5], [-0.4, -0.1, -0.3], [0.1, 0.3, 0.3], [0.4, 0.3, 0.3], [-0.3, -0.4, 0.0], [-0.1, 0.2, -0.1], [0.2, 0.2, 0.0], [0.1, 0.0, 0.0], [-0.1, 0.0, 0.1], [0.1, -0.1, -0.1], [-0.2, 0.0, 0.1], [0.1, 0.1, -0.1], [-0.1, 0.1, 0.0], [0.1, 0.0, -0.1], [-0.1, 0.0, -0.1], [0.1, -0.1, -0.1], [-0.1, 0.0, 0.1], [-0.1, 0.0, -0.1], [-0.9, 1.3, 0.7], [0.6, -0.7, -0.5], [0.0, -0.4, 0.0], [0.0, 0.1, 0.0], [0.0, 0.0, 0.0], [-0.1, 0.1, 0.0], [0.2, 0.0, 0.1], [-0.1, 0.1, 0.2], [0.3, 0.0, 0.2], [0.0, 0.1, 0.1], [0.0, 0.1, -0.1], [-0.1, 0.1, 0.0], [-0.1, 0.0, 0.0], [0.4, 0.1, 0.4], [-0.1, 1.1, -0.8], [-0.4, -0.1, 0.4], [1.0, -0.8, 1.2], [-0.1, 0.1, -0.2], [-0.1, 0.0, 0.0], [0.0, -0.2, -0.1], [0.1, -0.2, -0.1], [0.1, -0.1, -0.1], [0.0, 0.2, -0.4], [0.1, 0.1, -0.1], [0.0, 0.0, 0.0], [0.1, 0.1, -0.3], [-0.1, 0.0, -0.1], [0.4, 0.0, 0.5], [0.3, 0.2, -0.5], [-0.2, -0.2, 0.1], [0.1, 0.0, -0.1], [0.0, 0.1, 0.0], [0.0, 0.0, 0.1], [-0.1, 0.0, 0.1], [0.1, 0.1, 0.1], [-0.1, -0.1, 0.1], [0.0, 0.0, 0.0], [-0.1, -0.1, 0.0]]
}



What is the formula in the second record? C29H40AsF7IrN8O3SSi